Version a
Computed, not measured: a cluster of 2 separate species, C22H29N3O2S in total, with ωB97M-V/def2-TZVPD.

Summary:
lowest unoccupied orbital energy: -0.109 Ha
gap between HOMO and LUMO: 3.2 eV

Bonds (Å) are listed after each position.
Cartesian coordinates (Å):
1 N 5.1853 -1.2186 -0.3996  C34 1.389, C35 1.455, C52 1.458
2 N -4.9572 -1.3800 -0.3748  C23 1.448, C49 1.386, C57 1.452
3 H -6.0244 -0.3327 -1.8735  C23 1.106
4 H 4.8663 -2.3929 1.3352  C52 1.106
5 H 0.6680 3.3853 2.0542  N24 1.020
6 C -2.5691 -1.5423 -0.0206  H9 1.092, C49 1.413, C55 1.384
7 H 6.6165 -3.7877 0.7537  C46 1.092
8 H 4.6976 1.3408 0.0873  C43 1.089
9 H -2.7091 -2.6186 0.1041  C6 1.092
10 C 0.0789 1.1460 -0.2656  C13 1.423, H39 1.094, C41 1.421
11 C -3.5843 0.6086 -0.6102  C30 1.380, H45 1.087, C49 1.414
12 H -7.0541 -3.1139 -1.6103  C56 1.092
13 C -1.1660 0.4583 -0.2167  C10 1.423, C30 1.426, C55 1.434
14 H 6.7493 -3.7057 -1.5638  C44 1.092
15 H 2.4347 2.4007 0.0857  C36 1.083
16 H -5.1318 -2.2464 1.5302  C57 1.097
17 H 2.9546 -2.4173 -1.0734  C27 1.091
18 O -0.8952 5.1802 0.3072  S28 1.462
19 H 6.2218 -0.9339 -2.2001  C35 1.098
20 H -0.7148 7.5390 2.0738  C42 1.084
21 H 0.2049 6.6729 3.3192  C42 1.089
22 H 0.7257 -1.3234 -1.2753  C51 1.086
23 C -5.7953 -1.3665 -1.5555  N2 1.448, H3 1.106, H50 1.099, C56 1.540
24 N 0.2090 4.2249 2.4075  H5 1.020, S28 1.579
25 H 7.8731 -2.3453 -1.4616  C44 1.091
26 O 1.3737 5.9277 0.8525  S28 1.465
27 C 2.8169 -1.3590 -0.8456  H17 1.091, C34 1.413, C51 1.380
28 S 0.1032 5.3959 1.3530  O18 1.462, N24 1.579, O26 1.465, C42 1.775
29 H -7.0676 -3.2872 0.7090  C53 1.091
30 C -2.3461 1.2082 -0.4969  C11 1.380, C13 1.426, H32 1.085
31 H 7.7465 -2.4360 0.8768  C46 1.091
32 H -2.2545 2.2789 -0.6470  C30 1.085
33 H -5.9018 -0.6608 1.3788  C57 1.109
34 C 3.9439 -0.5985 -0.4619  N1 1.389, C27 1.413, C43 1.412
35 C 5.8074 -1.7557 -1.6006  N1 1.455, H19 1.098, H37 1.104, C44 1.537
36 C 2.5444 1.3485 -0.1481  H15 1.083, C41 1.437, C43 1.382
37 H 5.0615 -2.2632 -2.2364  C35 1.104
38 H -1.4558 6.1773 2.9403  C42 1.088
39 H 0.0202 2.2377 -0.2263  C10 1.094
40 H -0.4772 -1.5231 0.4008  C55 1.084
41 C 1.3684 0.5729 -0.4306  C10 1.421, C36 1.437, C51 1.428
42 C -0.5311 6.5701 2.5234  H20 1.084, H21 1.089, S28 1.775, H38 1.088
43 C 3.8006 0.7721 -0.1528  H8 1.089, C34 1.412, C36 1.382
44 C 6.9053 -2.7186 -1.1227  H14 1.092, H25 1.091, C35 1.537, C46 1.534
45 H -4.4707 1.1759 -0.8804  C11 1.087
46 C 6.8205 -2.7719 0.4076  H7 1.092, H31 1.091, C44 1.534, C52 1.539
47 H -7.8687 -1.7220 0.8530  C53 1.090
48 H 6.0076 -1.0612 1.5306  C52 1.097
49 C -3.7104 -0.7753 -0.3460  N2 1.386, C6 1.413, C11 1.414
50 H -5.2703 -1.8444 -2.3948  C23 1.099
51 C 1.5727 -0.7639 -0.8900  H22 1.086, C27 1.380, C41 1.428
52 C 5.6745 -1.8346 0.8277  N1 1.458, H4 1.106, C46 1.539, H48 1.097
53 C -7.0351 -2.2461 0.3855  H29 1.091, H47 1.090, C56 1.534, C57 1.539
54 H -7.9535 -1.5995 -1.5003  C56 1.090
55 C -1.3300 -0.9347 0.0825  C6 1.384, C13 1.434, H40 1.084
56 C -7.0696 -2.1272 -1.1430  H12 1.092, C23 1.540, C53 1.534, H54 1.090
57 C -5.7095 -1.6135 0.8447  N2 1.452, H16 1.097, H33 1.109, C53 1.539

=====

Version b
Computed, not measured: a cluster of 2 separate species, C22H29N3O2S in total, with ωB97M-V/def2-TZVPD.

Summary:
lowest unoccupied orbital energy: -0.063 Ha
gap between HOMO and LUMO: 4.5 eV

Bonds (Å) are listed after each position.
Cartesian coordinates (Å):
1 H -2.2137 2.3098 0.4194  C7 1.091
2 H -6.4342 -0.4399 -0.2523  C54 1.105
3 H -1.8647 2.4961 -5.3960  C15 1.091
4 H -0.4219 -1.5661 -0.1390  C27 1.087
5 H 6.1825 -3.1013 1.4507  C34 1.100
6 H 5.2457 1.5558 -0.6114  C41 1.100
7 C -2.2970 1.2220 0.4385  H1 1.091, C23 1.380, C49 1.424
8 C 2.7797 -1.4055 1.3896  C29 1.378, C40 1.422, H42 1.090
9 H -6.8337 1.3424 1.3149  C45 1.092
10 C -5.0525 -2.7891 0.5091  H14 1.102, H17 1.094, N19 1.452, H24 1.096
11 H 6.7110 -0.7108 -0.3283  C51 1.103
12 H 4.9452 2.4903 0.8511  C41 1.094
13 H -0.1010 2.7671 -5.0953  C15 1.094
14 H -4.9051 -3.0151 -0.5592  C10 1.102
15 C -0.9501 2.0905 -4.9616  H3 1.091, H13 1.094, H33 1.095, S38 1.781
16 H 6.2791 0.9409 2.1956  C48 1.095
17 H -6.0673 -3.0904 0.7863  C10 1.094
18 C -3.6698 -0.7802 0.5850  N19 1.367, C21 1.419, C23 1.428
19 N -4.8844 -1.3742 0.7871  C10 1.452, C18 1.367, C54 1.450
20 H 0.5110 0.8687 -2.1893  N31 1.027
21 C -2.5176 -1.5456 0.2698  C18 1.419, C27 1.376, H35 1.090
22 O -1.4485 3.1162 -2.5858  S38 1.464
23 C -3.5351 0.6409 0.6258  C7 1.380, C18 1.428, C55 1.494
24 H -4.3473 -3.3971 1.0880  C10 1.096
25 H -5.0481 1.9324 -0.1077  C55 1.101
26 C 0.1619 1.0768 0.3251  C32 1.415, H44 1.090, C49 1.417
27 C -1.2823 -0.9570 0.1257  H4 1.087, C21 1.376, C49 1.428
28 H 0.6665 -1.3229 1.6681  C29 1.087
29 C 1.5445 -0.8012 1.2964  C8 1.378, H28 1.087, C32 1.435
30 H 5.5943 -3.0653 -0.2142  C34 1.103
31 N 0.3269 1.3227 -3.0922  H20 1.027, S38 1.573
32 C 1.3970 0.4901 0.6892  C26 1.415, C29 1.435, C50 1.425
33 H -0.6845 1.1232 -5.3996  C15 1.095
34 C 5.3427 -2.7755 0.8199  H5 1.100, H30 1.103, N36 1.451, H53 1.092
35 H -2.6129 -2.6227 0.1359  C21 1.090
36 N 5.1846 -1.3386 0.9502  C34 1.451, C40 1.366, C51 1.446
37 H 2.5315 2.2594 0.1459  C50 1.092
38 S -1.1584 1.8254 -3.2123  C15 1.781, O22 1.464, N31 1.573, O43 1.464
39 H -5.7785 0.6202 2.5354  C45 1.095
40 C 3.9708 -0.7164 1.0300  C8 1.422, N36 1.366, C52 1.429
41 C 5.0835 1.4724 0.4734  H6 1.100, H12 1.094, C48 1.521, C52 1.492
42 H 2.8559 -2.4289 1.7580  C8 1.090
43 O -2.2162 0.8319 -3.0208  S38 1.464
44 H 0.1861 2.1369 0.0744  C26 1.090
45 C -5.9241 0.7548 1.4583  H9 1.092, H39 1.095, C54 1.519, C55 1.524
46 H 7.1997 -1.1152 1.3204  C51 1.097
47 H -6.8851 -1.1822 1.2990  C54 1.097
48 C 6.3188 0.8484 1.1051  H16 1.095, C41 1.521, C51 1.516, H56 1.092
49 C -1.1085 0.4505 0.2951  C7 1.424, C26 1.417, C27 1.428
50 C 2.6007 1.2272 0.4966  C32 1.425, H37 1.092, C52 1.381
51 C 6.4187 -0.6179 0.7318  H11 1.103, N36 1.446, H46 1.097, C48 1.516
52 C 3.8473 0.6688 0.7025  C40 1.429, C41 1.492, C50 1.381
53 H 4.4479 -3.3229 1.1221  C34 1.092
54 C -6.1082 -0.5975 0.7920  H2 1.105, N19 1.450, C45 1.519, H47 1.097
55 C -4.7384 1.4970 0.8544  C23 1.494, H25 1.101, C45 1.524, H57 1.095
56 H 7.2163 1.3607 0.7533  C48 1.092
57 H -4.4609 2.3399 1.4958  C55 1.095

=====

Pick version b: it beats the second-best structure by 201.0 kJ/mol.

=====

Version a
Computed, not measured: an isolated molecule of C4H8OS2, with ωB97M-V/def2-TZVPD.

Summary:
lowest unoccupied orbital energy: 0.026 Ha
SMILES: CC1(O)SCCS1
gap between HOMO and LUMO: 9.0 eV

Bonds (Å) are listed after each position.
Cartesian coordinates (Å):
1 C 0.8296 -0.7206 -1.5930  H3 1.080, C6 1.616, H8 1.068, S10 1.804
2 H -1.7767 0.0808 1.8917  C4 1.104
3 H 0.7567 -1.7886 -1.7345  C1 1.080
4 C -0.7041 -0.1602 1.7876  H2 1.104, H5 1.120, C7 1.485, H12 1.179
5 H -0.0895 -0.3233 2.7093  C4 1.120
6 C -0.6759 -0.1394 -1.6719  C1 1.616, H9 1.147, S13 1.818, H15 1.023
7 C 0.1158 0.7287 0.9261  C4 1.485, S10 2.124, S13 1.851, O14 1.347
8 H 1.6065 -0.2387 -2.1444  C1 1.068
9 H -1.4071 -0.9503 -1.3197  C6 1.147
10 S 1.4294 -0.7272 0.1089  C1 1.804, C7 2.124
11 H 1.3996 2.2158 1.2205  O14 0.942
12 H -0.7629 -1.2482 1.3374  C4 1.179
13 S -0.6802 1.3478 -0.6262  C6 1.818, C7 1.851
14 O 0.8512 1.5872 1.6592  C7 1.347, H11 0.942
15 H -0.8924 0.3363 -2.5509  C6 1.023

=====

Version b
Computed, not measured: a cluster of 2 separate species, C4H8OS2 in total, with ωB97M-V/def2-TZVPD.

Summary:
lowest unoccupied orbital energy: -0.117 Ha
gap between HOMO and LUMO: 6.2 eV

Bonds (Å) are listed after each position.
Cartesian coordinates (Å):
1 H -0.6790 -0.0315 -0.6649  C15 1.112
2 H 0.5510 1.3795 1.1651  C5 1.151
3 H -0.4477 -0.0437 -3.0646  C9 1.210
4 H 0.2801 -1.4276 -2.0146  C9 1.194
5 C -0.3426 0.6595 1.2528  H2 1.151, C8 1.486, H12 1.168, C15 1.476
6 H 1.2187 -0.5465 -3.3202  C9 1.067
7 S 1.3736 1.1226 -1.4910  C9 1.972
8 C -0.4581 0.3938 2.7100  C5 1.486, O10 1.254, H13 1.053
9 C 0.5667 -0.3722 -2.4934  H3 1.210, H4 1.194, H6 1.067, S7 1.972
10 O -1.1191 1.1638 3.4469  C8 1.254
11 H -0.7751 -1.3940 0.1960  C15 1.146
12 H -1.1341 1.3119 0.6934  C5 1.168
13 H -0.2442 -0.6104 2.9452  C8 1.053
14 S 1.3920 -1.1909 0.3861  C15 1.760
15 C -0.1823 -0.4144 0.2531  H1 1.112, C5 1.476, H11 1.146, S14 1.760

=====

Pick version a: it beats the second-best structure by 425.7 kJ/mol.

=====

Version a
Computed, not measured: a cluster of 2 separate species, C4H12NO3 in total, with ωB97M-V/def2-TZVPD.

Summary:
net charge: -1
lowest unoccupied orbital energy: 0.135 Ha
gap between HOMO and LUMO: 7.5 eV

Bonds (Å) are listed after each position.
Cartesian coordinates (Å):
1 O -0.7399 2.4100 0.9725  C17 1.336
2 H 2.3282 -1.6322 0.0312  C5 1.107
3 C 0.9571 0.2461 -0.0352  C5 1.594, N13 1.425, H15 1.105, H16 1.099
4 H -0.9717 -0.2909 -0.0191  N13 1.013
5 C 1.5944 -1.0996 -0.6033  H2 1.107, C3 1.594, C8 1.506, H11 1.099
6 O 0.0036 -2.7475 0.2447  C8 1.442, H12 0.965
7 H -1.7420 2.5747 0.0467  O20 1.083
8 C 0.5803 -2.1607 -0.9401  C5 1.506, O6 1.442, H10 1.098, H19 1.095
9 H 0.1542 1.1085 2.2808  C17 1.118
10 H -0.2901 -1.9106 -1.5607  C8 1.098
11 H 2.1605 -0.6345 -1.4223  C5 1.099
12 H -0.1335 -1.9827 0.8162  O6 0.965
13 N -0.2872 0.0678 0.6351  C3 1.425, H4 1.013, C17 1.533
14 H -2.1587 2.7919 -1.4185  O20 0.953
15 H 0.8756 0.8075 -0.9836  C3 1.105
16 H 1.7512 0.6068 0.6336  C3 1.099
17 C -0.6992 1.2139 1.5666  O1 1.336, H9 1.118, N13 1.533, H18 1.108
18 H -1.7400 0.9726 1.8594  C17 1.108
19 H 0.9701 -3.0078 -1.5136  C8 1.095
20 O -2.6129 2.6665 -0.5904  H7 1.083, H14 0.953

=====

Version b
Computed, not measured: a cluster of 2 separate species, C4H12NO3 in total, with ωB97M-V/def2-TZVPD.

Summary:
net charge: -1
lowest unoccupied orbital energy: 0.131 Ha
gap between HOMO and LUMO: 6.8 eV

Bonds (Å) are listed after each position.
Cartesian coordinates (Å):
1 H -1.3572 -1.7963 -2.2903  C3 1.110
2 O 0.9427 2.0147 3.7834  H19 0.949, H20 0.980
3 C -0.4161 -1.9076 -1.7122  H1 1.110, C6 1.554, O14 1.417, H16 1.108
4 H 0.3999 -1.3188 0.1827  C6 1.075
5 H -1.3169 2.0496 0.3824  C15 1.124
6 C -0.4666 -1.0710 -0.4037  C3 1.554, H4 1.075, C11 1.489, H17 1.108
7 H 1.6413 0.6428 -0.5088  N13 1.065
8 H -1.1697 0.4101 1.3132  C15 1.140
9 H -1.1043 0.7376 -1.4694  C11 1.100
10 O 0.5822 1.5074 1.2025  C15 1.392
11 C -0.4089 0.3882 -0.6925  C6 1.489, H9 1.100, N13 1.489, C15 1.580
12 H 0.1563 -3.3791 -0.6070  O14 1.031
13 N 0.9139 0.7371 -1.2816  H7 1.065, C11 1.489, H18 0.993
14 O -0.2456 -3.3058 -1.5535  C3 1.417, H12 1.031
15 C -0.6539 1.1824 0.6514  H5 1.124, H8 1.140, O10 1.392, C11 1.580
16 H 0.4070 -1.4415 -2.2894  C3 1.108
17 H -1.3714 -1.3888 0.1507  C6 1.108
18 H 1.0231 1.7124 -1.4332  N13 0.993
19 H 1.8799 2.1362 3.6923  O2 0.949
20 H 0.5644 2.0902 2.8829  O2 0.980

=====

Pick version b: it beats the second-best structure by 6.3 kJ/mol.

=====

Version a
Computed, not measured: a cluster of 2 separate species, C4H14N2 in total, with ωB97M-V/def2-TZVPD.

Summary:
lowest unoccupied orbital energy: 0.035 Ha
SMILES: CCN.CNC
gap between HOMO and LUMO: 9.6 eV

Bonds (Å) are listed after each position.
Cartesian coordinates (Å):
1 H -0.4461 -1.6067 1.3174  C18 1.082
2 N 0.7012 0.1367 1.2315  C12 1.518, C18 1.460, H19 1.047
3 C -0.7294 0.1542 -1.4264  H8 1.113, N14 1.435, H17 1.068, C20 1.508
4 H 0.8159 -1.4869 2.4466  C18 1.026
5 H 0.2975 1.9560 2.1074  C12 1.039
6 H -0.4639 0.7072 2.9814  C12 1.122
7 H 0.6745 -0.3395 -2.8478  C20 1.039
8 H -0.9475 1.0076 -0.7460  C3 1.113
9 H -1.8528 -1.0412 -2.6197  N14 1.003
10 H -2.6716 -0.4855 -1.4850  N14 0.959
11 H 0.1010 1.2824 -3.0562  C20 1.088
12 C 0.4873 0.9981 2.4625  N2 1.518, H5 1.039, H6 1.122, H15 1.149
13 H 1.2357 0.7033 -1.6388  C20 1.094
14 N -1.9605 -0.2107 -2.0675  C3 1.435, H9 1.003, H10 0.959
15 H 1.3018 1.1078 3.2660  C12 1.149
16 H 1.1316 -2.0101 0.8387  C18 1.096
17 H -0.2955 -0.5416 -0.7423  C3 1.068
18 C 0.5805 -1.2997 1.4656  H1 1.082, N2 1.460, H4 1.026, H16 1.096
19 H 1.6277 0.4416 0.8501  N2 1.047
20 C 0.4127 0.5270 -2.3375  C3 1.508, H7 1.039, H11 1.088, H13 1.094

=====

Version b
Computed, not measured: a cluster of 2 separate species, C4H14N2 in total, with ωB97M-V/def2-TZVPD.

Summary:
lowest unoccupied orbital energy: 0.044 Ha
SMILES: CCN.CNC
gap between HOMO and LUMO: 9.8 eV

Bonds (Å) are listed after each position.
Cartesian coordinates (Å):
1 H -1.4802 -2.9626 6.3004  C13 1.092
2 C 0.3055 0.7429 -4.3517  C4 1.531, H9 1.095, H14 1.089, H16 1.092
3 H 1.7420 1.7927 -7.1293  N19 1.018
4 C 0.4224 1.6919 -5.5477  C2 1.531, H5 1.093, H6 1.101, N19 1.472
5 H -0.5780 1.9087 -5.9306  C4 1.093
6 H 0.7890 2.7089 -5.3384  C4 1.101
7 H -1.2153 -1.6366 7.2596  C13 1.100
8 C -0.3553 -0.1692 4.7996  N11 1.468, H12 1.093, H18 1.084, H20 1.093
9 H 1.1206 0.0139 -4.3036  C2 1.095
10 H -2.3224 -1.3765 5.9107  C13 1.095
11 N -0.2812 -1.5281 5.3504  C8 1.468, C13 1.443, H17 1.005
12 H -1.0463 -0.2193 3.9538  C8 1.093
13 C -1.3930 -1.8782 6.2015  H1 1.092, H7 1.100, H10 1.095, N11 1.443
14 H -0.6492 0.2270 -4.2659  C2 1.089
15 H 2.1302 0.6654 -6.0630  N19 1.018
16 H 0.4467 1.1737 -3.3580  C2 1.092
17 H -0.1898 -2.1764 4.5885  N11 1.005
18 H -0.5896 0.5942 5.5324  C8 1.084
19 N 1.3282 1.0788 -6.5336  H3 1.018, C4 1.472, H15 1.018
20 H 0.6276 0.1405 4.4363  C8 1.093

=====

Version c
Computed, not measured: a cluster of 2 separate species, C4H14N2 in total, with ωB97M-V/def2-TZVPD.

Summary:
lowest unoccupied orbital energy: 0.044 Ha
SMILES: CCN.CNC
gap between HOMO and LUMO: 9.5 eV

Bonds (Å) are listed after each position.
Cartesian coordinates (Å):
1 H -3.1121 3.6741 -0.6024  C11 1.086
2 H 3.4142 -4.8089 -0.7529  C6 1.092
3 H 3.5519 -3.1751 -0.0026  C6 1.084
4 H -2.4325 5.6043 1.1692  C19 1.091
5 N 1.7239 -4.2126 0.3259  C6 1.456, C7 1.440, H14 1.000
6 C 3.1626 -4.1812 0.1047  H2 1.092, H3 1.084, N5 1.456, H20 1.090
7 C 1.0924 -5.4462 -0.0638  N5 1.440, H8 1.074, H12 1.090, H16 1.087
8 H 0.1468 -5.2894 -0.5491  C7 1.074
9 H -0.9362 4.6033 1.3119  C19 1.085
10 N -2.0187 5.3282 -1.3342  C11 1.474, H13 1.008, H17 0.987
11 C -2.1753 4.1892 -0.4110  H1 1.086, N10 1.474, H18 1.093, C19 1.526
12 H 1.6626 -6.0042 -0.8058  C7 1.090
13 H -1.1679 5.7811 -1.0408  N10 1.008
14 H 1.1869 -3.3820 0.1775  N5 1.000
15 H -2.5056 3.9203 1.7078  C19 1.094
16 H 0.8674 -6.0962 0.7776  C7 1.087
17 H -2.7470 5.9846 -1.2236  N10 0.987
18 H -1.3724 3.5511 -0.7884  C11 1.093
19 C -1.9872 4.6166 1.0421  H4 1.091, H9 1.085, C11 1.526, H15 1.094
20 H 3.6461 -4.6569 0.9579  C6 1.090

=====

Pick version c: it beats the second-best structure by 12.8 kJ/mol.